(1)
68
Properties=species:S:1:pos:R:3 method="wB97M-V/def2-TZVPD" lumo_ev=-2.999 gap_ev=7.90 e_homo_ev=-10.904 charge=+1
C 6.46 -0.75 1.46
C 5.27 -0.81 1.45
C 3.80 -0.99 1.01
C 3.73 -2.44 0.35
C 4.84 -3.38 0.66
C 5.28 -4.19 -0.35
C 3.00 -1.18 2.34
O 3.33 -1.68 3.37
O 1.76 -0.57 2.04
C 2.14 0.67 1.48
Cl 3.12 1.42 2.86
C 1.02 1.67 1.25
C -0.29 1.01 0.78
C -1.56 1.78 1.18
C -2.72 1.33 0.25
C -4.05 1.06 1.00
C -5.22 1.51 0.10
C -6.61 1.16 0.69
C -7.51 0.62 -0.44
C -7.21 -0.84 -0.69
O -7.35 -1.59 0.52
C -7.79 -2.91 0.28
C 3.02 0.21 0.29
C 2.29 -0.08 -1.08
C 1.15 -1.12 -1.04
O 0.60 -1.40 -2.08
C 3.96 1.38 -0.05
O 4.93 0.99 -1.07
C 5.26 2.11 -1.98
C 4.38 2.04 -3.35
H 7.50 -0.92 1.46
H 3.53 -2.37 -0.73
H 2.83 -2.92 0.76
H 5.26 -3.46 1.66
H 5.14 -5.26 -0.34
H 5.72 -3.68 -1.21
H 1.34 2.50 0.62
H 0.80 2.11 2.22
H -0.40 -0.02 1.08
H -0.27 1.00 -0.32
H -1.79 1.59 2.23
H -1.38 2.84 0.99
H -2.41 0.38 -0.19
H -2.85 2.02 -0.58
H -4.09 1.52 1.99
H -4.16 -0.02 1.08
H -5.11 2.55 -0.19
H -5.11 0.92 -0.81
H -7.03 2.07 1.13
H -6.46 0.42 1.46
H -8.56 0.82 -0.24
H -7.25 1.14 -1.37
H -6.18 -0.98 -1.03
H -7.89 -1.28 -1.43
H -7.13 -3.40 -0.44
H -8.80 -2.87 -0.14
H -7.76 -3.45 1.21
H 1.82 0.87 -1.36
H 2.94 -0.37 -1.92
H 0.88 -1.62 -0.09
H 3.36 2.18 -0.48
H 4.52 1.72 0.82
H 5.10 3.07 -1.50
H 6.34 2.06 -2.31
H 3.42 2.53 -3.23
H 4.95 2.43 -4.22
H 4.15 0.94 -3.55
Cs 6.00 -0.10 -2.27


(2)
13
Properties=species:S:1:pos:R:3 method="wB97M-V/def2-TZVPD" lumo_ev=-0.059 gap_ev=10.56 e_homo_ev=-10.618 e_above_lowest_kcal_mol=54.06
C 2.86 0.18 0.33
C 1.79 -0.08 -0.14
C 0.49 -0.52 -0.61
O 0.33 -1.05 -1.69
C -0.66 -0.35 0.38
C -1.38 0.97 0.08
O -1.53 -1.45 0.25
H 3.84 0.42 0.69
H -0.25 -0.30 1.40
H -2.19 1.16 0.79
H -1.81 0.93 -0.93
H -0.66 1.79 0.15
H -1.04 -2.13 -0.24


(3)
179
Properties=species:S:1:pos:R:3 method="wB97M-V/def2-TZVPD" lumo_ev=-0.082 gap_ev=8.01 e_homo_ev=-8.087 e_above_lowest_kcal_mol=0.00
C 11.71 -16.30 19.05
C 11.03 -14.97 19.10
C 11.42 -14.17 20.40
C 12.85 -14.22 20.74
N 13.97 -14.27 20.98
H 11.43 -16.89 19.93
H 12.80 -16.21 19.01
H 11.27 -16.86 18.23
H 9.96 -15.10 18.94
H 11.24 -14.35 18.23
H 10.91 -14.70 21.20
H 11.04 -13.16 20.29
C 17.84 -8.38 25.11
C 17.82 -7.15 24.24
C 19.16 -6.66 23.70
C 19.85 -7.65 22.85
N 20.40 -8.40 22.18
H 18.54 -8.25 25.93
H 18.08 -9.24 24.50
H 16.86 -8.66 25.48
H 17.46 -6.33 24.86
H 17.16 -7.35 23.40
H 19.77 -6.50 24.59
H 19.06 -5.75 23.11
C 12.62 -12.60 24.41
C 13.48 -12.80 25.66
C 12.98 -13.95 26.62
S 11.20 -13.94 26.32
O 10.67 -12.94 27.27
O 10.80 -15.37 26.40
C 11.22 -13.26 24.56
H 13.14 -12.98 23.53
H 12.42 -11.55 24.19
H 13.51 -11.87 26.23
H 14.52 -12.91 25.38
H 13.13 -13.84 27.69
H 13.43 -14.88 26.28
H 10.31 -12.76 24.24
H 11.17 -14.11 23.89
C 21.63 -5.73 18.50
C 21.90 -6.91 19.34
C 21.77 -8.15 18.45
S 20.31 -7.84 17.37
O 19.09 -8.51 17.91
O 20.66 -7.96 15.97
C 20.30 -5.98 17.76
H 22.43 -5.68 17.76
H 21.65 -4.77 19.01
H 21.17 -6.94 20.16
H 22.89 -6.84 19.79
H 21.77 -9.14 18.91
H 22.68 -8.18 17.84
H 19.50 -5.95 18.50
H 20.07 -5.31 16.93
C 20.42 -12.62 23.20
C 21.21 -13.90 23.62
C 22.65 -13.76 23.06
S 22.42 -13.17 21.36
O 22.10 -14.26 20.50
O 23.44 -12.20 21.00
C 20.85 -12.29 21.72
H 20.85 -11.88 23.87
H 19.35 -12.69 23.38
H 20.72 -14.79 23.23
H 21.21 -14.05 24.70
H 23.34 -14.61 23.16
H 23.17 -12.93 23.52
H 20.14 -12.54 20.93
H 21.10 -11.24 21.61
C 18.49 -15.52 21.62
C 19.23 -16.82 21.88
C 19.86 -17.28 20.58
S 18.67 -16.65 19.26
O 17.93 -17.79 18.63
O 19.27 -15.66 18.41
C 17.56 -15.75 20.44
H 19.15 -14.67 21.43
H 17.87 -15.27 22.48
H 18.50 -17.54 22.26
H 19.95 -16.72 22.69
H 20.06 -18.33 20.41
H 20.78 -16.71 20.45
H 16.81 -16.50 20.72
H 17.01 -14.96 19.93
C 19.53 -12.22 16.15
C 19.72 -11.91 17.66
C 21.10 -12.40 18.04
S 22.19 -12.06 16.62
O 23.24 -13.06 16.46
O 22.54 -10.65 16.76
C 20.91 -12.16 15.41
H 18.89 -11.41 15.79
H 18.90 -13.04 15.82
H 19.03 -12.37 18.37
H 19.75 -10.84 17.89
H 21.14 -13.49 18.10
H 21.58 -12.00 18.93
H 20.97 -13.11 14.88
H 21.13 -11.42 14.64
C 18.09 -12.57 29.52
C 18.35 -11.09 29.29
C 18.90 -10.88 27.85
S 18.70 -12.46 26.96
O 19.97 -13.20 27.05
O 18.01 -12.14 25.69
C 17.49 -13.12 28.17
H 17.40 -12.70 30.35
H 18.98 -13.16 29.76
H 18.87 -10.69 30.17
H 17.37 -10.62 29.31
H 19.93 -10.53 27.83
H 18.21 -10.18 27.37
H 17.42 -14.20 28.06
H 16.62 -12.48 27.99
C 14.24 -7.53 19.07
C 14.84 -6.60 17.95
C 15.93 -5.76 18.49
S 16.36 -6.36 20.17
O 15.69 -5.56 21.15
O 17.75 -6.72 20.35
C 15.39 -7.92 19.96
H 13.69 -8.35 18.62
H 13.51 -6.84 19.49
H 14.16 -6.07 17.29
H 15.23 -7.24 17.16
H 15.87 -4.67 18.45
H 16.78 -6.06 17.87
H 15.13 -8.29 20.95
H 16.08 -8.62 19.49
N 15.75 -16.17 24.70
C 16.32 -17.30 25.24
C 17.56 -16.89 25.76
C 17.73 -15.53 25.38
C 16.58 -15.11 24.80
H 14.82 -16.17 24.30
H 15.86 -18.28 25.20
H 18.11 -17.56 26.40
H 18.70 -15.08 25.52
H 16.35 -14.12 24.43
N 13.67 -10.84 20.33
C 13.24 -10.48 21.56
C 11.89 -10.14 21.42
C 11.50 -10.24 20.08
C 12.63 -10.76 19.45
H 14.59 -11.16 20.05
H 13.92 -10.48 22.40
H 11.23 -9.81 22.20
H 10.57 -9.92 19.64
H 12.81 -11.00 18.41
N 16.64 -9.06 15.68
C 16.57 -10.06 16.59
C 15.34 -10.72 16.38
C 14.78 -10.30 15.19
C 15.52 -9.15 14.85
H 17.29 -8.29 15.71
H 17.31 -10.20 17.36
H 14.91 -11.48 17.00
H 13.87 -10.60 14.69
H 15.29 -8.39 14.12
N 12.66 -7.99 25.46
C 13.69 -8.85 25.22
C 14.43 -8.35 24.12
C 13.84 -7.17 23.75
C 12.73 -6.92 24.57
H 12.01 -8.12 26.22
H 14.07 -9.63 25.87
H 15.30 -8.80 23.65
H 14.13 -6.54 22.92
H 12.02 -6.13 24.76
N 17.55 -10.32 21.93
C 17.48 -10.75 20.60
C 16.82 -11.98 20.60
C 16.31 -12.13 21.88
C 16.83 -11.22 22.72
H 18.03 -9.53 22.33
H 17.95 -10.16 19.83
H 16.64 -12.61 19.74
H 15.69 -12.97 22.15
H 16.67 -11.05 23.78


(4)
73
Properties=species:S:1:pos:R:3 method="wB97M-V/def2-TZVPD" lumo_ev=2.443 gap_ev=9.89 e_homo_ev=-7.450 charge=-1 e_above_lowest_kcal_mol=57.81
P 0.93 -0.47 -0.05
F 0.27 0.97 -0.49
F 1.62 0.15 1.32
F -0.54 -0.82 0.58
F 1.41 -1.97 0.36
F 0.41 -1.05 -1.44
F 2.33 -0.17 -0.82
C -3.96 -3.24 2.38
C -2.59 -3.16 1.66
O -2.66 -1.89 1.09
H -4.26 -4.18 2.84
H -4.72 -2.97 1.66
H -3.98 -2.55 3.23
H -2.29 -3.95 0.99
H -1.93 -3.23 2.53
H -1.76 -1.59 0.91
C -3.40 1.60 -1.62
C -3.65 2.92 -1.01
O -3.79 2.83 0.43
H -3.37 1.83 -2.69
H -4.25 0.94 -1.47
H -2.40 1.26 -1.36
H -4.57 3.38 -1.37
H -2.89 3.68 -1.16
H -3.93 1.91 0.67
C -2.29 -3.11 -2.23
C -1.89 -3.73 -3.59
O -1.48 -2.84 -4.56
H -1.43 -2.79 -1.64
H -2.85 -3.90 -1.73
H -2.98 -2.27 -2.32
H -2.69 -4.35 -3.98
H -1.07 -4.45 -3.47
H -2.21 -2.21 -4.59
C 0.70 4.79 -1.15
C 1.83 3.78 -1.50
O 2.82 4.03 -0.53
H 0.35 4.47 -0.17
H -0.09 4.72 -1.90
H 0.98 5.83 -0.99
H 2.17 4.07 -2.49
H 1.56 2.74 -1.65
H 3.47 3.33 -0.61
C -1.22 0.72 3.36
C -1.35 1.84 2.36
O -2.32 2.73 2.88
H -2.00 -0.04 3.32
H -1.25 1.16 4.36
H -0.31 0.14 3.18
H -1.70 1.41 1.42
H -0.41 2.37 2.20
H -2.63 3.04 2.03
C 5.56 1.81 3.33
C 4.34 1.72 2.38
O 4.45 0.50 1.67
H 6.39 2.10 2.69
H 5.79 0.90 3.89
H 5.36 2.59 4.06
H 4.30 2.45 1.57
H 3.47 1.95 3.00
H 3.54 0.26 1.47
O 3.21 -3.55 -1.03
H 2.62 -3.35 -1.76
H 3.12 -2.80 -0.44
O 1.18 -2.40 -3.58
H 0.43 -2.08 -3.07
H 0.79 -3.01 -4.21
O 3.84 -2.98 2.67
H 4.40 -3.56 2.16
H 3.57 -2.30 2.05
O 2.02 0.29 -3.61
H 1.82 -0.63 -3.77
H 2.06 0.37 -2.65